The following is a DFT calculation (the ωB97M-V functional and the def2-TZVPD basis) of one molecule with the formula C4H6O2.

```
12
Properties=species:S:1:pos:R:3:forces:R:3
H -1.257 0.561 1.145 0.230 -0.027 -0.274
C -0.191 0.558 0.892 -0.023 0.226 0.104
H -1.167 0.448 -2.033 0.003 0.184 0.019
H 1.101 1.166 -0.757 -0.103 -0.257 0.051
C 0.123 0.673 -0.650 0.248 0.052 0.186
C 0.421 -0.872 0.901 0.060 -0.125 0.035
H 1.484 -0.882 1.161 -0.168 0.029 0.000
O -0.199 -1.644 -1.402 0.204 0.307 0.320
H 0.332 1.296 1.498 -0.111 -0.031 0.006
H -0.103 -1.668 1.437 0.101 0.156 -0.092
C 0.204 -0.840 -0.600 -0.160 -0.395 -0.381
O -0.749 1.204 -1.591 -0.280 -0.119 0.027
```
Positions in Å, forces in eV/Å.

## Properties
orbital gap = 10.7 eV
HOMO energy = -0.365 hartree
SMILES string = O=C1CC[C@@H]1O
electronic energy = -8339.120 eV
max |F| = 0.57 eV/Å
multiplicity = 1
ΔE to the lowest compared entry with this formula, charge and spin = 30.9 kcal/mol

---

The following is a DFT calculation (the ωB97M-V functional and the def2-TZVPD basis) of C22H23N3OS as an isolated structure in a non-equilibrium geometry.

```
50
Properties=species:S:1:pos:R:3:forces:R:3
N -2.972 0.849 -5.486 -0.990 0.231 -0.885
C -0.799 -0.498 -2.143 -0.075 -0.011 0.074
C -3.788 -0.002 -6.339 0.314 -0.441 0.188
C 3.040 -0.466 1.971 1.256 -0.376 0.701
H -4.255 0.539 3.025 0.033 -0.063 -0.055
H -3.228 -0.406 -7.220 -0.341 0.211 0.424
H 3.971 -1.636 -1.876 0.072 0.357 0.347
H 2.580 -2.983 -2.455 -0.417 -0.540 0.701
C -3.288 0.259 2.623 0.853 -0.011 0.113
H -3.625 2.646 -6.409 0.299 -0.331 0.231
C -0.188 -1.438 -1.118 0.603 -0.359 1.543
H 0.980 -0.483 -3.423 -0.882 -0.351 -0.030
S 2.353 -2.178 -0.196 0.598 1.283 -1.660
H -1.080 -2.341 2.583 0.086 -0.122 0.043
H -2.471 0.143 -0.980 -0.376 -0.501 -0.055
H 2.549 -4.314 -1.149 -0.311 0.718 -0.631
C -2.706 2.182 -6.004 0.687 0.074 0.308
C -1.491 -1.362 2.399 -0.780 1.323 -0.297
H 4.547 -1.060 -0.247 -0.650 -0.097 -0.404
H -3.389 -1.775 3.378 0.254 0.279 -0.324
H -4.678 0.542 -6.714 0.476 -0.176 0.222
C -2.787 -1.041 2.830 0.252 0.403 -0.119
H -0.425 -0.058 -5.518 -0.010 0.330 0.416
C -2.242 0.338 -4.389 0.837 -0.295 0.090
C -2.099 0.009 -1.989 -0.375 -0.759 -0.796
C -0.728 -0.392 1.704 -0.306 -0.659 0.348
H 1.035 -3.506 -1.686 -0.471 -0.099 0.088
H -1.931 2.216 -6.811 -0.400 -0.061 0.402
N 4.123 -0.876 2.162 -1.296 0.455 -0.487
O -0.702 -2.526 -0.770 0.845 2.267 -1.004
C -0.119 -0.337 -3.362 -0.331 -0.404 -0.662
H -3.943 0.549 -3.085 0.765 0.166 0.176
C -2.502 1.231 1.978 0.018 -0.268 -0.146
C 2.088 -3.370 -1.532 1.449 -0.346 -0.151
C 1.501 1.297 2.454 0.002 2.150 1.204
H -4.135 -0.855 -5.733 0.043 0.217 -0.348
C -2.867 0.310 -3.127 0.740 0.363 0.214
H -2.349 2.801 -5.161 -0.124 -0.110 -0.477
C 1.736 0.032 1.791 1.001 1.968 2.617
C 1.073 -0.931 -0.448 -2.099 -0.926 -0.508
C -0.866 -0.022 -4.518 -0.637 0.538 0.810
H -2.839 2.279 1.914 0.048 -0.756 -0.168
H -0.722 1.580 0.784 -0.019 -0.211 0.647
H 3.346 -0.077 -1.195 0.098 -0.984 0.422
C 0.676 -0.801 1.410 -0.675 -1.378 -2.337
N 1.383 2.332 3.025 0.254 -2.989 -1.795
C -1.252 0.879 1.443 -0.397 -0.088 0.036
H 0.771 -1.929 1.529 -0.101 1.505 0.337
C 3.693 -1.106 -0.952 0.846 -0.541 0.004
H 1.524 -0.024 -0.895 -0.669 -0.581 0.634
```
Positions in Å, forces in eV/Å.

## Properties
orbital gap = 6.8 eV
HOMO energy = -0.262 hartree
electronic energy = -40534.430 eV
max |F| = 3.50 eV/Å
multiplicity = 1
ΔE to the lowest compared entry with this formula, charge and spin = 161.9 kcal/mol

---

The following is a DFT calculation (the ωB97M-V functional and the def2-TZVPD basis) of C8H18Cl2O3PSZr as an isolated structure in a non-equilibrium geometry.

```
34
Properties=species:S:1:pos:R:3:forces:R:3
H 2.341 -3.659 2.140 0.219 0.374 -0.188
P -0.134 0.603 -1.253 0.550 1.004 -2.467
C -4.784 1.738 2.610 0.255 0.254 0.336
H 1.212 -0.902 -2.612 -0.082 0.262 0.063
H -1.768 1.683 -2.665 -0.015 -0.050 0.226
O -2.471 1.323 1.738 -0.464 -1.659 0.400
H -4.563 2.760 2.945 0.271 -0.267 -0.350
C 0.167 -0.575 -2.604 -0.260 -1.118 0.430
C -1.681 1.477 -1.591 -0.553 -0.122 0.489
C 2.967 -3.288 1.316 -0.028 0.233 0.318
H -2.530 0.869 -1.252 -0.046 0.033 -0.376
C 0.816 1.593 1.412 5.837 4.336 1.608
C 3.501 -1.359 -0.486 0.426 -0.353 -0.662
H 3.196 -2.298 -0.960 0.049 0.357 -0.154
C -3.577 0.940 2.192 -0.277 -0.236 0.001
O 1.751 2.256 1.626 -4.996 -3.327 -1.202
H 2.153 1.387 -1.597 -0.294 0.059 -0.196
H 1.139 2.692 -1.019 -0.113 0.006 -0.349
H -0.421 -1.480 -2.437 -0.103 0.090 -0.243
H -5.305 1.216 3.433 0.302 0.104 -0.442
H 3.042 -0.510 -1.001 0.236 -0.035 0.307
H -0.081 -0.150 -3.584 -0.015 0.198 0.309
H -1.733 2.409 -1.016 0.152 -0.014 -0.198
S 2.926 -1.452 1.202 -0.049 -1.195 0.015
H -5.509 1.798 1.775 0.388 -0.148 0.095
H 2.748 -3.797 0.375 -0.358 0.418 0.034
H 0.999 2.165 -2.731 -0.098 -0.213 0.330
O 1.388 -1.113 1.058 -1.784 1.438 0.511
Zr -0.605 -0.231 1.139 0.239 -3.338 -0.360
Cl -1.057 -2.329 0.149 -0.487 1.512 0.556
Cl -3.899 -0.801 2.390 0.986 0.978 -0.413
C 1.151 1.828 -1.694 0.468 0.306 0.990
H 4.010 -3.498 1.533 0.304 0.005 0.291
H 4.610 -1.292 -0.530 -0.662 0.107 0.291
```
Positions in Å, forces in eV/Å.

## Properties
orbital gap = 7.7 eV
HOMO energy = -0.762 hartree
net charge = +3
electronic energy = -61152.114 eV
max |F| = 7.45 eV/Å
multiplicity = 1
ΔE to the lowest compared entry with this formula, charge and spin = 9.0 kcal/mol

---

The following is a DFT calculation (the ωB97M-V functional and the def2-TZVPD basis) of a 6-piece molecular cluster, C3H21Br2N4O3 overall in a non-equilibrium geometry.

```
33
Properties=species:S:1:pos:R:3:forces:R:3
H 1.307 -3.570 -0.860 -0.122 -0.579 0.192
C -1.851 1.517 2.862 -0.421 -0.152 0.831
H -1.081 0.165 4.328 -0.271 -0.054 0.261
H 1.214 4.591 -0.189 -0.661 0.937 -0.523
H 1.880 1.648 -1.202 0.755 0.685 -0.388
O 0.084 -0.285 0.043 -0.694 0.867 0.995
H -2.539 1.035 4.917 -0.009 -0.095 -0.237
H -1.436 -1.209 -0.402 0.756 1.215 0.273
H 1.691 -0.983 -3.463 0.527 1.246 0.987
Br -3.150 -1.067 3.621 0.513 0.920 -0.208
H -3.002 -1.806 -0.693 -0.550 0.448 -0.070
H 0.788 -0.439 -4.749 0.729 1.118 -0.827
H 2.259 -1.434 -4.958 0.110 0.369 -0.919
C -2.061 0.559 4.061 0.627 -0.031 -0.706
N 1.920 -2.902 -0.414 0.219 -0.757 0.541
O 1.419 -0.423 -1.642 1.074 1.227 -0.558
H -1.399 1.029 1.999 0.138 0.037 0.238
H 1.929 -2.076 -0.995 0.057 1.537 -0.426
O 1.215 1.542 -0.518 0.835 0.017 -0.732
N 0.723 3.914 0.378 0.706 0.271 -0.453
H 1.229 3.940 1.251 -0.454 -0.356 0.909
Br -0.583 2.969 3.480 -0.699 -0.813 -0.490
H 0.799 -1.890 -4.300 -0.016 -1.181 -0.572
H -1.700 -2.730 -0.899 0.048 -0.533 0.002
H 2.837 -3.301 -0.269 0.649 -0.343 -0.352
H 0.850 3.028 -0.090 0.411 -0.740 0.281
C 0.900 0.277 -0.697 -1.637 -4.638 -0.435
H -0.284 3.952 0.441 -0.375 1.152 0.538
N 1.452 -1.131 -4.432 -1.282 -1.230 1.102
N -2.077 -1.986 -0.329 -0.507 -0.842 -0.464
H 1.611 -2.662 0.517 -0.613 0.276 0.397
H -2.164 -2.279 0.633 -0.043 -0.106 0.733
H -2.781 2.004 2.572 0.201 0.129 0.081
```
Positions in Å, forces in eV/Å.

## Properties
orbital gap = 7.8 eV
HOMO energy = -0.636 hartree
net charge = +3
electronic energy = -155613.884 eV
max |F| = 4.94 eV/Å
multiplicity = 1
ΔE to the lowest compared entry with this formula, charge and spin = 36.5 kcal/mol